The following is a DFT calculation (wB97M-V/def2-TZVPD) of 10 unconnected molecules or ions with the total composition C58H102BrNO15 in a non-equilibrium geometry.

Geometry as ORCA input:
```
! wB97M-V def2-TZVPD RIJCOSX def2/J DEFGRID3
* xyz 0 1
C 4.9420 3.7359 4.1412
C 5.3694 3.8335 2.8172
C 5.8100 2.6785 1.9943
C 6.6865 1.6863 2.4467
Br 7.4431 1.7181 4.2117
C 7.0444 0.6267 1.6558
C 6.5509 0.4482 0.3728
C 7.0000 -0.7944 -0.3971
O 6.0072 -1.3754 -1.1943
C 4.9004 -1.8303 -0.4339
C 5.6661 1.4186 -0.0949
C 5.3169 2.5072 0.6989
C 4.3347 3.4976 0.0939
O 4.4809 4.6972 0.2046
C 3.2010 2.8574 -0.6835
C 3.5278 1.7650 -1.4877
C 2.5918 1.0799 -2.2252
C 1.2448 1.5018 -2.1615
C 0.2107 0.6978 -2.9747
C -0.6501 1.5544 -3.9409
C -1.4984 0.6292 -4.8744
C -2.4667 -0.2357 -4.0557
O -3.5122 0.1708 -3.6163
O -2.0576 -1.5423 -3.7988
C 0.9261 2.5869 -1.3510
C -0.5208 2.9946 -1.2570
C -1.0052 4.0893 -1.9771
C -2.3642 4.3355 -1.7713
C -3.0985 3.4999 -0.9532
N -2.6938 2.4353 -0.2315
C -1.3802 2.2805 -0.4417
C 1.8856 3.2838 -0.6017
C 1.5031 4.4538 0.2953
C 0.5469 4.0293 1.4436
O 0.6855 5.0484 2.4286
C -0.3213 4.9149 3.4298
C 0.0574 3.7522 4.3916
C 5.0056 1.3423 -1.4805
O 5.5854 1.0106 -2.4878
H 3.8771 3.7922 4.4105
H 5.6215 3.6540 4.9929
H 5.3415 4.8109 2.3239
H 7.7468 -0.1051 2.0536
H 7.4129 -1.5316 0.3142
H 7.8067 -0.4903 -1.0820
H 5.2077 -2.7042 0.1616
H 4.1669 -2.2021 -1.1631
H 4.3888 -1.0459 0.1428
H 2.8538 0.2242 -2.8440
H 0.7274 -0.0552 -3.5880
H -0.3971 0.1335 -2.2486
H -1.3871 2.1770 -3.4304
H -0.0005 2.2085 -4.5352
H -2.0928 1.2398 -5.5646
H -0.8668 -0.0304 -5.4833
H -1.6987 -1.5796 -2.9020
H -0.3441 4.6709 -2.6143
H -2.8519 5.1781 -2.2572
H -4.1673 3.7299 -0.8677
H -0.9259 1.4566 0.1269
H 2.3745 4.8722 0.8066
H 1.0812 5.2932 -0.2768
H -0.4774 3.9936 1.0561
H 0.8950 3.0765 1.8718
H -0.3305 5.8493 4.0045
H -1.3168 4.7930 2.9762
H 0.1167 4.1093 5.4262
H -0.6738 2.9396 4.2989
H 1.0504 3.3574 4.1430
C 2.1347 2.5502 -7.4763
C 1.1596 1.4150 -7.2071
C 1.5640 0.1503 -7.9492
O -0.1565 1.8058 -7.6062
H 2.1548 2.7974 -8.5415
H 1.8281 3.4522 -6.9445
H 3.1457 2.2867 -7.1614
H 1.1194 1.2134 -6.1357
H 1.5657 0.3202 -9.0295
H 0.8511 -0.6530 -7.7530
H 2.5583 -0.1842 -7.6484
H -0.1353 1.9869 -8.5519
C -2.6440 -0.4874 3.9909
C -2.3137 -0.3283 2.5150
C -2.5375 -1.6265 1.7560
O -0.9524 0.0847 2.3702
H -2.0008 -1.2434 4.4516
H -2.4710 0.4483 4.5249
H -3.6849 -0.7826 4.1334
H -2.9320 0.4608 2.0832
H -1.8936 -2.4208 2.1420
H -2.2886 -1.5004 0.7005
H -3.5756 -1.9550 1.8325
H -0.3887 -0.5995 2.7470
C 1.2232 -4.9204 -3.6083
C 2.3229 -3.9449 -3.2597
C 3.6580 -4.3440 -3.8695
O 2.4544 -3.8508 -1.8434
H 1.4334 -5.9250 -3.2295
H 0.2834 -4.6002 -3.1537
H 1.0916 -4.9733 -4.6904
H 2.0376 -2.9518 -3.6153
H 3.9798 -5.3179 -3.4894
H 4.4326 -3.6235 -3.6003
H 3.5952 -4.3993 -4.9576
H 2.7107 -4.7168 -1.5091
C -4.2576 -5.6081 3.4499
C -3.9224 -5.4536 1.9742
C -4.1585 -6.7505 1.2152
O -2.5600 -5.0544 1.8309
H -3.6231 -6.3696 3.9124
H -4.0760 -4.6736 3.9830
H -5.3016 -5.8931 3.5913
H -4.5321 -4.6591 1.5409
H -3.5209 -7.5485 1.6065
H -3.9064 -6.6277 0.1610
H -5.1995 -7.0694 1.2901
H -2.0063 -5.7461 2.2087
C -1.8535 -5.6715 -8.1686
C -1.1428 -5.5320 -6.8318
C -1.5885 -4.2817 -6.0838
O 0.2707 -5.4722 -7.0427
H -1.6321 -4.8172 -8.8148
H -1.5118 -6.5655 -8.6923
H -2.9348 -5.7363 -8.0368
H -1.3399 -6.4138 -6.2201
H -1.3529 -3.3808 -6.6581
H -1.0583 -4.1992 -5.1362
H -2.6613 -4.3038 -5.8863
H 0.4538 -4.6955 -7.5822
C -6.6530 0.1524 -0.2278
C -7.5800 1.3123 0.0937
C -8.0405 2.0054 -1.1798
O -6.9011 2.2417 0.9414
H -5.7594 0.5092 -0.7480
H -6.3168 -0.3324 0.6903
H -7.1444 -0.5943 -0.8540
H -8.4490 0.9565 0.6518
H -7.1859 2.4103 -1.7290
H -8.6963 2.8454 -0.9436
H -8.5781 1.3162 -1.8328
H -6.1275 2.5640 0.4664
C 1.2626 5.1207 9.0474
C 2.2899 4.1143 8.5517
C 3.6851 4.4572 9.0517
O 2.2847 4.0865 7.1250
H 1.4967 6.1241 8.6805
H 0.2689 4.8677 8.6750
H 1.2296 5.1484 10.1379
H 2.0154 3.1136 8.8886
H 3.9961 5.4396 8.6849
H 4.4124 3.7329 8.6820
H 3.7242 4.4653 10.1423
H 2.5258 4.9650 6.8105
C -9.7465 1.3329 4.4482
C -9.2149 2.7573 4.5202
C -10.2213 3.7501 3.9565
O -7.9932 2.8497 3.7964
H -9.9353 1.0438 3.4102
H -9.0129 0.6311 4.8474
H -10.6749 1.2264 5.0131
H -8.9895 3.0126 5.5573
H -10.4250 3.5368 2.9033
H -9.8251 4.7652 4.0063
H -11.1639 3.7160 4.5068
H -8.1741 2.6262 2.8741
C 6.2685 -5.9708 2.5174
C 7.0435 -5.2928 1.3979
C 8.4507 -5.8573 1.2791
O 7.1086 -3.8875 1.6421
H 6.7604 -5.8092 3.4807
H 5.2648 -5.5507 2.5967
H 6.1846 -7.0453 2.3462
H 6.5144 -5.4255 0.4526
H 9.0122 -5.6921 2.2030
H 8.9972 -5.3565 0.4788
H 8.4314 -6.9284 1.0712
H 7.5740 -3.7524 2.4749
*
```

## Properties
SMILES: C=Cc1c(Br)cc(COC)c2c1C(=O)c1c(cc(CCCC(=O)O)c(-c3cccnc3)c1CCOCC)C2=O.CC(C)O.CC(C)O.CC(C)O.CC(C)O.CC(C)O.CC(C)O.CC(C)O.CC(C)O.CC(C)O
Kohn-Sham gap in eV: 6.85
Highest occupied orbital energy in Eh: -0.2723
Maximum force in eV Å⁻¹: 2.67
LUMO in Ha: -0.0204

=====

The following is a DFT calculation (wB97M-V/def2-TZVPD) of 2 unconnected molecules or ions with the total composition C6H13NO in a non-equilibrium geometry.

Geometry as ORCA input:
```
! wB97M-V def2-TZVPD RIJCOSX def2/J DEFGRID3
* xyz 0 1
C 0.8350 -1.0350 3.1710
C 1.1045 -0.2399 2.1415
C 0.1384 0.5917 1.3924
C -0.6519 -0.0186 0.4965
C -1.4368 0.6187 -0.5973
N -1.5893 -0.2845 -1.7533
C -0.4258 -0.9322 -2.3288
H -0.1479 -1.1806 3.6060
H 1.6081 -1.6848 3.5536
H 2.0979 -0.2800 1.7003
H 0.0519 1.6620 1.5615
H -0.6368 -1.1034 0.5677
H -2.4361 1.0091 -0.3943
H -0.9154 1.4887 -1.0138
H -2.3654 -0.9103 -1.6187
H 0.4712 -1.0033 -1.6981
H -0.1384 -0.3779 -3.2380
H -0.7054 -1.9335 -2.6352
O 2.0125 2.0251 -0.7786
H 1.1168 1.9633 -0.4677
H 2.0131 1.6252 -1.6666
*
```

## Properties
SMILES: C=C/C=C/CNC.O
Kohn-Sham gap in eV: 9.71
Highest occupied orbital energy in Eh: -0.3227
Maximum force in eV Å⁻¹: 1.73
LUMO in Ha: 0.0341

=====

The following is a DFT calculation (wB97M-V/def2-TZVPD) of a molecular structure, C5H10GaO3 in a non-equilibrium geometry.

Geometry as ORCA input:
```
! wB97M-V def2-TZVPD RIJCOSX def2/J DEFGRID3
* xyz 1 1
C 0.4812 -2.0996 -1.8174
O 1.3169 -1.9964 -0.7025
C -0.3713 -0.8354 -1.9995
O -0.9603 -0.5028 -0.7569
C -1.2861 1.2863 -0.1115
C -0.7543 1.4960 1.1727
O 0.4351 0.7118 1.4188
C 1.2103 1.1411 2.5295
Ga 0.3668 -0.9179 0.4832
H -0.2049 -2.9687 -1.7235
H 1.0610 -2.2548 -2.7489
H -1.1473 -0.9947 -2.7694
H 0.2747 -0.0025 -2.3425
H -2.3294 0.9608 -0.1570
H -0.8775 1.9266 -0.9024
H -1.4486 1.3070 2.0053
H 2.0911 0.4910 2.5901
H 1.5176 2.1839 2.3749
H 0.6251 1.0683 3.4570
*
```

## Properties
Kohn-Sham gap (spin up / spin down) in eV: 5.76 / 5.76
Highest occupied orbital energy (spin up / spin down) in Eh: -0.4556 / -0.4557
Maximum force in eV Å⁻¹: 3.06
LUMO (spin up / spin down) in Ha: -0.2439 / -0.2439

=====

The following is a DFT calculation (wB97M-V/def2-TZVPD) of 4 unconnected molecules or ions with the total composition C12H24O12 in a non-equilibrium geometry.

Geometry as ORCA input:
```
! wB97M-V def2-TZVPD RIJCOSX def2/J DEFGRID3
* xyz 0 1
C -2.2367 8.3955 6.3173
O -1.0132 7.6732 6.2550
C -0.8985 6.3585 6.1183
O -1.9310 5.6075 6.1874
O 0.3976 6.0856 6.0670
C 0.8222 4.7529 6.0834
H -2.8630 7.9126 5.5672
H -2.1263 9.4702 6.1726
H -2.6926 8.1550 7.2777
H 0.9240 4.2629 7.0517
H 1.7809 4.8789 5.5804
H 0.2519 4.0747 5.4487
C -3.7487 11.2798 3.8643
O -4.7206 10.4496 3.3049
C -5.2464 9.4536 3.9911
O -4.7931 8.9371 5.0237
O -6.3876 8.9496 3.4111
C -7.0619 7.8627 4.0447
H -2.8731 10.8032 4.3051
H -4.3578 11.8756 4.5441
H -3.3765 11.9535 3.0925
H -7.4055 7.1156 3.3293
H -7.8335 8.2794 4.6921
H -6.4254 7.2085 4.6405
C -10.4433 9.6060 1.5532
O -10.6599 8.3708 2.2677
C -10.4430 8.2660 3.5470
O -10.5424 9.2298 4.3516
O -10.3097 7.0217 3.9433
C -10.5184 6.6236 5.2796
H -11.1908 10.3392 1.8560
H -10.5636 9.3272 0.5064
H -9.4195 9.9698 1.6408
H -9.6990 6.8515 5.9614
H -10.7312 5.5557 5.2312
H -11.3577 7.0447 5.8332
C -5.3742 4.6485 2.6014
O -5.3444 4.0591 3.9177
C -5.6204 2.7841 4.1593
O -5.8654 1.9051 3.3553
O -5.6325 2.5717 5.5140
C -5.9671 1.3240 6.0469
H -4.4084 5.0232 2.2626
H -6.1758 5.3621 2.4109
H -5.4304 3.8088 1.9085
H -5.2121 1.2314 6.8275
H -5.8682 0.5733 5.2627
H -6.9474 1.2204 6.5121
*
```

## Properties
SMILES: COC(=O)OC.COC(=O)OC.COC(=O)OC.COC(=O)OC
Kohn-Sham gap in eV: 10.85
Highest occupied orbital energy in Eh: -0.3773
Maximum force in eV Å⁻¹: 5.73
LUMO in Ha: 0.0215